(1)
{"formula": "C18H40F6N4O20PS4", "method": "the ωB97M-V functional and the def2-TZVPD basis", "multiplicity": 1, "homo_lumo_gap_ev": 9.63, "homo_energy_ev": -7.607, "total_charge": -1, "lumo_energy_ev": 2.024, "energy_ha": -4967.14343, "symbols": ["P", "F", "F", "F", "F", "F", "F", "C", "O", "N", "N", "H", "H", "H", "H", "C", "O", "N", "N", "H", "H", "H", "H", "C", "C", "O", "S", "O", "O", "O", "H", "H", "H", "H", "C", "C", "O", "S", "O", "O", "O", "H", "H", "H", "H", "C", "C", "O", "S", "O", "O", "O", "H", "H", "H", "H", "C", "C", "O", "S", "O", "O", "O", "H", "H", "H", "H", "C", "C", "C", "O", "C", "H", "H", "H", "H", "H", "H", "H", "H", "C", "C", "C", "O", "C", "H", "H", "H", "H", "H", "H", "H", "H"], "positions_angstrom": [[10.76302, -33.26678, -21.33659], [9.43992, -33.96161, -21.87565], [11.00081, -32.69406, -22.86563], [9.96321, -31.83629, -21.05402], [12.11101, -32.46324, -21.14796], [10.75296, -33.49695, -19.69633], [11.59167, -34.61830, -21.59096], [12.50546, -28.14794, -21.34771], [13.22965, -27.36545, -21.85514], [12.63964, -29.41649, -21.54740], [11.54705, -27.76686, -20.60692], [11.95978, -30.14675, -21.39051], [13.26155, -29.45331, -22.34236], [11.14819, -28.44410, -19.97259], [11.40315, -26.78845, -20.40177], [6.61007, -31.42100, -19.85868], [5.63856, -30.95578, -19.33741], [6.62019, -31.99426, -21.04273], [7.85009, -31.40568, -19.35426], [5.86712, -31.76601, -21.67589], [7.48585, -32.29644, -21.46631], [8.48196, -31.42583, -20.14194], [7.99039, -30.87936, -18.50373], [14.30800, -33.74619, -24.14605], [14.64371, -32.28781, -24.22180], [16.06063, -32.31286, -24.11612], [16.78733, -33.81775, -23.96822], [17.85863, -33.83481, -22.90825], [17.15976, -34.15135, -25.31119], [15.39558, -34.50366, -23.57426], [14.09570, -34.15679, -25.13319], [13.44847, -33.93451, -23.50274], [14.25643, -31.80761, -23.32317], [14.33393, -31.74135, -25.11260], [7.75083, -34.28219, -17.73131], [6.69681, -35.23130, -18.16531], [6.00242, -35.83460, -17.12820], [6.73347, -35.51473, -15.69846], [7.17385, -36.74550, -15.09923], [5.96051, -34.56137, -14.92933], [8.00947, -34.83856, -16.47161], [7.38901, -33.26614, -17.57366], [8.68515, -34.31998, -18.29140], [7.25030, -35.91347, -18.81060], [6.00458, -34.79038, -18.88259], [10.46396, -37.93080, -21.09064], [11.51328, -37.56669, -20.01123], [11.39122, -38.56712, -18.94869], [9.91171, -39.29667, -18.99371], [8.98456, -38.40333, -18.34662], [10.11087, -40.65785, -18.48416], [9.92320, -39.17551, -20.63533], [10.89872, -38.14665, -22.06660], [9.68842, -37.17637, -21.22284], [11.33892, -36.53053, -19.72125], [12.52642, -37.61198, -20.41072], [14.25605, -34.43866, -19.16046], [15.18184, -33.39919, -18.55819], [16.49139, -33.87770, -18.76176], [16.48498, -35.49264, -19.19464], [17.26310, -36.36198, -18.33179], [16.70378, -35.64614, -20.62114], [14.84494, -35.65300, -18.79896], [14.25525, -34.26453, -20.23645], [13.28700, -34.42285, -18.66166], [15.01222, -33.31498, -17.48477], [14.95409, -32.44207, -19.02738], [9.87987, -32.42281, -26.16103], [10.56064, -33.67896, -26.55310], [11.68334, -33.12287, -27.43013], [12.13162, -31.97366, -26.71925], [11.10029, -31.50180, -25.80636], [9.21667, -32.54285, -25.30437], [9.33556, -31.89220, -26.94224], [10.16336, -34.45661, -27.20544], [10.89043, -34.10246, -25.60443], [11.26990, -32.76292, -28.37225], [12.46882, -33.78126, -27.80114], [10.70123, -30.55319, -26.16552], [11.46591, -31.61684, -24.78598], [11.16640, -29.16351, -16.38337], [11.03574, -30.69617, -16.53718], [11.37972, -30.75367, -18.08269], [11.11165, -29.50694, -18.60395], [11.61436, -28.57087, -17.66731], [11.92796, -29.00238, -15.62037], [10.25527, -28.72389, -15.97754], [10.05956, -31.12499, -16.31069], [11.76824, -31.28491, -15.98499], [10.97692, -31.48683, -18.78150], [12.43262, -30.91203, -18.31598], [11.46315, -27.49735, -17.78035], [12.69494, -28.57961, -17.81007]], "forces_ev_per_angstrom": [[1.340, 2.478, -1.195], [-0.507, -0.295, 1.462], [-0.913, -1.069, -1.192], [-0.409, -0.636, -0.037], [2.216, 0.536, 1.871], [-1.060, -1.055, -1.416], [-0.311, -0.254, 0.212], [0.009, 0.783, -0.155], [3.542, 3.312, -2.570], [1.329, -4.314, -1.331], [-4.920, 1.569, 3.883], [0.006, 0.228, -0.061], [0.021, -1.119, 0.067], [-0.315, 0.150, -0.232], [0.361, -0.305, -0.245], [0.437, 0.844, 1.039], [-2.013, 0.658, 1.076], [-0.814, -1.514, -3.583], [0.979, -0.093, 0.723], [0.091, -0.207, 0.232], [-0.197, 0.012, 0.001], [1.098, 0.326, 1.201], [0.286, 0.063, -0.446], [-1.678, -1.381, -0.728], [0.810, -0.210, 1.258], [2.318, -0.123, 0.449], [1.413, 2.216, 1.121], [-4.163, 0.034, -3.122], [-0.037, -0.469, 0.733], [1.001, 0.205, 0.499], [0.088, -0.068, -0.044], [0.077, -0.029, -0.022], [0.012, 0.321, -0.059], [-0.010, -0.426, -0.083], [-0.799, 0.937, 1.308], [-0.095, -0.036, -4.350], [-0.134, 0.063, 1.918], [0.565, 0.070, -1.044], [-0.496, 1.420, -0.464], [1.079, -1.142, -1.186], [0.706, -0.733, 3.452], [0.164, 0.104, -0.332], [-0.304, 0.100, -0.134], [-0.286, -1.106, 0.485], [-0.365, 0.289, 0.385], [0.312, -0.344, 0.361], [-0.095, -0.109, -0.265], [-0.726, 0.474, -0.267], [2.809, 0.254, 0.704], [0.239, -1.022, -1.184], [-0.844, 2.779, -1.847], [-1.593, -1.240, 1.075], [0.060, 0.001, 0.155], [-0.046, -0.070, 0.262], [-0.053, -0.234, 0.737], [-0.041, -0.304, 0.238], [-0.225, 0.997, 0.444], [-1.315, 0.222, 0.587], [1.178, -1.688, -0.775], [-0.584, -0.880, -0.222], [-1.329, 1.928, -0.685], [-0.687, 0.748, 2.041], [2.686, -1.191, -0.742], [-0.527, -0.418, -0.138], [-0.129, 0.158, -0.542], [0.066, 0.030, 0.090], [0.719, 0.088, -0.136], [-0.422, 0.881, 0.959], [1.203, -0.923, -1.226], [-0.415, 0.835, 0.330], [0.843, 0.399, 0.422], [-0.931, -1.458, -1.778], [-0.022, 0.026, 0.012], [-0.113, -0.397, -0.243], [-1.138, 0.029, 0.480], [0.498, -0.432, -0.228], [-0.597, 0.012, -0.244], [0.473, -0.082, 0.945], [0.975, 0.631, 0.765], [-0.262, 0.503, -0.103], [0.243, -0.277, 2.882], [0.517, -0.078, -2.271], [0.634, -1.525, -0.136], [-1.629, 1.922, -0.972], [1.242, -0.459, -0.187], [-0.012, 0.306, 0.178], [-0.101, 0.058, -0.302], [-0.095, 0.327, -0.109], [0.045, 0.266, 0.090], [-0.926, -0.035, 0.681], [0.756, -0.180, 0.923], [-1.295, -0.234, -0.565], [0.536, -0.423, 0.464]], "lowdin_charge": [0.20, -0.12, -0.20, -0.20, -0.17, -0.17, -0.14, -0.88, 0.05, 0.20, 0.19, 0.09, 0.11, 0.06, 0.13, -0.78, 0.05, 0.16, 0.16, 0.12, 0.08, 0.06, 0.12, -0.16, -0.16, -0.22, 0.73, -0.26, -0.25, -0.20, 0.13, 0.12, 0.12, 0.13, -0.18, -0.23, -0.16, 0.70, -0.23, -0.24, -0.21, 0.12, 0.13, 0.12, 0.14, -0.16, -0.14, -0.21, 0.71, -0.24, -0.24, -0.22, 0.13, 0.12, 0.11, 0.13, -0.23, -0.20, -0.18, 0.75, -0.24, -0.24, -0.19, 0.12, 0.14, 0.13, 0.13, -0.18, -0.18, -0.22, -0.17, -0.14, 0.11, 0.11, 0.11, 0.11, 0.11, 0.12, 0.11, 0.09, -0.17, -0.09, -0.20, -0.19, -0.21, 0.11, 0.11, 0.10, 0.10, 0.09, 0.12, 0.13, 0.13]}

---

(2)
{"formula": "C4H6FN", "method": "the ωB97M-V functional and the def2-TZVPD basis", "smiles": "F/C=C/[C@H]1CN1", "multiplicity": 1, "homo_lumo_gap_ev": 10.61, "homo_energy_ev": -9.462, "total_charge": 0, "e_above_lowest_ev": 1.944, "lumo_energy_ev": 1.150, "energy_ha": -310.54613, "symbols": ["C", "C", "C", "C", "H", "H", "H", "H", "H", "H", "N", "F"], "positions_angstrom": [[-1.68339, -0.36379, -0.15756], [-0.86313, 0.63801, -0.26597], [0.65433, 0.51616, -0.48930], [1.46860, -0.04779, 0.62978], [-1.42334, -1.45777, -0.21385], [-1.23742, 1.61882, 0.12732], [1.06347, 1.27242, -1.16325], [2.46206, 0.47363, 0.77299], [0.93010, -0.24966, 1.59664], [0.46282, -1.47007, -0.34133], [1.20621, -0.78764, -0.57330], [-3.04031, -0.14233, 0.07783]], "forces_ev_per_angstrom": [[-1.604, -1.748, -0.061], [1.660, 1.864, 1.088], [-2.373, 0.846, 0.406], [0.668, 2.172, 1.619], [-0.702, 1.294, -0.199], [0.268, -0.734, -1.033], [0.020, -0.274, 0.251], [-0.937, -1.243, -0.268], [0.547, -0.015, -1.229], [0.896, 0.332, -0.472], [-0.025, -2.061, -0.091], [1.582, -0.434, -0.010]], "lowdin_charge": [-0.14, -0.05, -0.33, -0.16, 0.13, 0.13, 0.13, 0.11, 0.12, 0.08, 0.01, -0.03]}

---

(3)
{"formula": "C27H52InN7O3PS2Se", "method": "the ωB97M-V functional and the def2-TZVPD basis", "multiplicity": 2, "homo_lumo_gap_ev": [5.97, 7.20], "homo_energy_ev": [-5.807, -7.418], "s2": 0.75, "total_charge": 0, "lumo_energy_ev": [0.166, -0.216], "energy_ha": -5398.49269, "symbols": ["In", "C", "C", "O", "P", "S", "S", "O", "C", "C", "H", "H", "H", "H", "H", "H", "H", "H", "H", "H", "C", "N", "C", "C", "N", "N", "C", "N", "N", "H", "H", "H", "H", "H", "H", "H", "H", "H", "H", "H", "C", "C", "C", "C", "O", "H", "H", "H", "H", "H", "H", "H", "H", "H", "C", "C", "C", "C", "N", "C", "Se", "N", "C", "C", "C", "C", "C", "C", "C", "C", "C", "C", "H", "H", "H", "H", "H", "H", "H", "H", "H", "H", "H", "H", "H", "H", "H", "H", "H", "H", "H", "H", "H", "H"], "positions_angstrom": [[-1.57813, 0.97041, -1.72777], [0.08197, -5.85097, -0.49671], [-1.03542, -4.84190, -0.35199], [-0.58537, -3.54111, -0.78293], [-1.05963, -2.93939, -2.20145], [-2.99799, -3.00462, -2.42282], [0.00748, -1.24527, -2.38069], [-0.35292, -4.01419, -3.18146], [-0.47989, -3.85285, -4.60183], [-0.23483, -5.19315, -5.25278], [-0.23455, -6.81353, -0.08387], [0.97210, -5.51507, 0.04033], [0.34043, -5.98420, -1.54835], [-1.32964, -4.73859, 0.69230], [-1.91620, -5.13626, -0.92024], [0.24614, -3.10949, -4.93274], [-1.47784, -3.48404, -4.83766], [0.72850, -5.59659, -4.93575], [-0.22810, -5.08702, -6.34045], [-1.01747, -5.90045, -4.97374], [-3.45559, -0.17505, 3.22536], [-2.74356, -0.92955, 2.19353], [-1.46365, -1.49376, 2.59452], [-2.82492, -0.50030, 0.88651], [-1.86564, -0.51563, 0.04180], [-4.10499, -0.11808, 0.51024], [-4.59273, 0.07931, -0.77356], [-5.97132, 0.06070, -0.81014], [-3.84480, 0.29086, -1.78232], [-3.24424, -0.63372, 4.18646], [-4.53817, -0.21093, 3.09785], [-3.14573, 0.87426, 3.26154], [-1.58975, -1.98121, 3.55810], [-0.67372, -0.73937, 2.68691], [-1.14420, -2.24804, 1.87579], [-0.98165, -0.83918, 0.41472], [-4.80264, -0.18552, 1.22411], [-6.46342, -0.46737, -0.10864], [-6.38129, 0.00427, -1.72535], [-4.35210, 0.34996, -2.65420], [-3.08862, 4.24792, 0.82621], [-2.57929, 3.65488, -0.49055], [-1.42632, 4.51961, -1.01581], [-3.72773, 3.67767, -1.51155], [-2.15131, 2.34040, -0.21339], [-3.43012, 5.28025, 0.69042], [-2.28472, 4.23795, 1.56928], [-3.92079, 3.64581, 1.20691], [-1.76476, 5.53372, -1.25760], [-1.00004, 4.06946, -1.91756], [-0.62988, 4.58492, -0.26650], [-4.10268, 4.69330, -1.67178], [-4.54940, 3.04661, -1.15975], [-3.38075, 3.28563, -2.47524], [5.23830, 1.70805, -0.07277], [5.43038, 1.02200, -1.43106], [4.94814, -0.43359, -1.48820], [3.44286, -0.61667, -1.65551], [2.68185, -0.18728, -0.48321], [1.85674, 0.89287, -0.41166], [1.49214, 2.09752, -1.75008], [1.35641, 0.91976, 0.85463], [0.44011, 1.93738, 1.38741], [1.14929, 3.23950, 1.73392], [2.24362, 3.07989, 2.78566], [2.91633, 4.41027, 3.11858], [1.84674, -0.16148, 1.58240], [1.65638, -0.55980, 2.89659], [2.29167, -1.72368, 3.30763], [3.09180, -2.46187, 2.43005], [3.29796, -2.04503, 1.12262], [2.67057, -0.87501, 0.72327], [5.76512, 2.66552, -0.04904], [5.63075, 1.08809, 0.73955], [4.18598, 1.91845, 0.13246], [6.49412, 1.03639, -1.68024], [4.91276, 1.59917, -2.20356], [5.29659, -0.96347, -0.59516], [5.40581, -0.93033, -2.34768], [3.18766, -1.65731, -1.85132], [3.08182, -0.02946, -2.49563], [-0.00229, 1.50932, 2.28903], [-0.36510, 2.10872, 0.67195], [0.38812, 3.94090, 2.09445], [1.57177, 3.66341, 0.82037], [2.99914, 2.37552, 2.42227], [1.81661, 2.64571, 3.69749], [3.36271, 4.85008, 2.22227], [3.70520, 4.28644, 3.86294], [2.18912, 5.12512, 3.51367], [1.04454, 0.01305, 3.58363], [2.16731, -2.06418, 4.32830], [3.56463, -3.37228, 2.77809], [3.91823, -2.61316, 0.44015]], "forces_ev_per_angstrom": [[-0.217, -0.296, -0.113], [0.046, -0.054, -0.017], [0.148, 0.085, -0.091], [-0.067, -0.120, 0.113], [0.137, -0.135, 0.142], [-0.034, 0.157, -0.031], [-0.079, 0.143, -0.180], [0.007, 0.006, -0.046], [0.022, -0.052, 0.026], [0.017, -0.039, 0.014], [0.042, 0.054, -0.036], [-0.050, -0.030, -0.014], [-0.015, 0.013, 0.070], [-0.022, 0.064, 0.062], [-0.079, 0.024, -0.056], [0.057, 0.052, 0.030], [-0.102, 0.026, 0.013], [-0.019, -0.002, -0.041], [-0.010, -0.013, 0.068], [0.039, 0.008, -0.016], [0.090, -0.029, -0.093], [-0.076, -0.067, 0.100], [-0.083, 0.145, 0.043], [-0.012, -0.039, -0.200], [0.038, 0.344, 0.130], [0.127, 0.136, -0.214], [0.028, -0.127, 0.110], [0.070, 0.088, 0.071], [0.079, 0.125, 0.071], [0.011, -0.039, 0.039], [0.011, -0.032, 0.011], [0.009, -0.001, -0.022], [-0.004, -0.017, 0.047], [-0.249, -0.115, -0.057], [0.004, -0.009, -0.012], [-0.050, -0.100, 0.003], [-0.077, -0.007, 0.059], [0.050, -0.099, -0.057], [-0.035, 0.022, -0.063], [-0.071, -0.060, -0.062], [-0.009, -0.006, 0.049], [-0.013, 0.107, 0.039], [0.030, -0.055, 0.031], [0.087, -0.162, 0.011], [-0.159, 0.153, -0.224], [0.025, -0.100, 0.051], [-0.071, 0.009, -0.043], [0.073, 0.063, -0.026], [0.032, -0.100, 0.042], [-0.029, 0.059, 0.054], [-0.062, -0.023, -0.112], [0.033, -0.072, 0.023], [0.027, 0.059, -0.032], [-0.046, 0.039, 0.052], [-0.021, -0.009, -0.094], [-0.129, 0.002, 0.136], [0.007, 0.081, 0.006], [0.009, 0.154, 0.191], [-0.019, -0.128, -0.111], [0.217, -0.281, 0.269], [-0.038, -0.075, 0.117], [-0.217, 0.044, 0.155], [0.304, 0.021, -0.009], [0.072, -0.095, 0.117], [0.019, 0.149, -0.016], [-0.040, -0.053, -0.030], [-0.049, 0.317, -0.067], [0.160, 0.000, 0.157], [-0.007, 0.022, -0.036], [-0.011, 0.022, -0.050], [0.050, -0.103, 0.005], [0.076, 0.078, -0.334], [-0.030, -0.070, 0.004], [-0.020, 0.030, -0.039], [0.078, -0.026, -0.006], [-0.010, 0.003, -0.006], [0.056, -0.007, 0.002], [0.011, -0.021, -0.047], [0.033, -0.001, 0.017], [-0.042, -0.073, 0.037], [-0.091, 0.038, -0.039], [-0.054, -0.049, -0.006], [0.001, 0.013, 0.039], [0.033, -0.014, -0.038], [-0.021, 0.029, -0.025], [-0.029, -0.016, 0.035], [0.026, -0.015, -0.024], [-0.023, -0.020, 0.060], [-0.026, 0.008, -0.032], [0.045, -0.024, -0.026], [0.140, -0.010, -0.035], [0.004, 0.013, -0.039], [-0.026, 0.051, -0.016], [-0.040, 0.029, 0.059]], "lowdin_charge": [0.56, -0.08, -0.30, -0.38, -0.16, 0.23, 0.29, -0.37, -0.33, -0.08, 0.08, 0.07, 0.07, 0.11, 0.08, 0.10, 0.08, 0.08, 0.08, 0.08, -0.04, -0.14, -0.04, -0.40, 0.10, 0.17, -0.49, 0.16, 0.08, 0.09, 0.08, 0.10, 0.10, 0.06, 0.09, 0.04, 0.12, 0.10, 0.10, 0.08, -0.04, -0.75, -0.05, -0.06, -0.37, 0.08, 0.07, 0.08, 0.09, 0.05, 0.07, 0.08, 0.07, 0.06, -0.10, -0.24, -0.18, -0.17, -0.02, -0.72, 0.68, 0.00, -0.15, -0.20, -0.26, -0.11, -0.16, -0.04, -0.08, -0.08, 0.00, -0.14, 0.07, 0.08, 0.04, 0.10, 0.10, 0.10, 0.11, 0.12, 0.08, 0.12, 0.06, 0.12, 0.09, 0.10, 0.11, 0.08, 0.07, 0.07, 0.11, 0.10, 0.10, 0.11]}

---

Number 1: maximum force 6.462 eV/Å. Number 2: maximum force 2.790 eV/Å. Number 3: maximum force 0.445 eV/Å.